ORCA calculation (ωB97M-V/def2-TZVPD) on a single C2H8ClN2P molecule.

Computed properties:
- energy relative to the best compared isomer or geometry (same formula, charge and spin) (kcal per mole) = 0.0
- HOMO-LUMO gap (spin up / spin down) (eV) = 5.03 / 6.88
- E_tot (eV) = -26990.9043
- 2S+1 = 3
- total charge = 0
- E_LUMO (spin up / spin down) (Ha) = 0.033 / -0.090
- E_HOMO (spin up / spin down) (eV) = -4.1 / -9.3

Each line ends with the Mulliken charge.
Element x y z (Å)
1 C -2.63474 -0.19354 -0.18009  -0.809
2 C 2.52283 0.45228 -0.26926  -0.894
3 N -1.19793 -0.29295 0.05320  -0.083
4 N 1.18655 -0.10336 -0.05721  -0.226
5 P -0.12170 0.95726 -0.08458  0.042
6 Cl 0.01281 1.51450 1.93121  -0.303
7 H -2.99951 0.86090 0.02703  0.297
8 H -2.91999 -0.52247 -1.12101  0.314
9 H -3.14585 -0.76795 0.62442  0.270
10 H 2.80322 1.30021 0.53286  0.250
11 H 3.19637 -0.37243 -0.08087  0.324
12 H 2.69351 0.78435 -1.22139  0.410
13 H -0.78260 -1.12849 -0.28135  0.159
14 H 0.93581 -0.97324 -0.57662  0.250

Atoms 1-6, force components in eV/Å:
C -0.11 1.41 3.41
C 0.33 -0.20 4.14
N -1.78 0.65 -0.10
N 0.72 0.28 -0.07
P -0.48 -1.25 -2.65
Cl 0.51 1.24 2.85